Entry 1:
# C72H160N8

A structure of composition C72H160N8 in a non-equilibrium geometry (wB97M-V/def2-TZVPD, OMol25).

Structure (XYZ):
```
240
Properties=species:S:1:pos:R:3:mulliken_charge:R:1
C 1.8271 -0.0125 -1.6848 -1.11
C 2.1218 -1.1210 -2.7112 -1.04
C 2.4312 -0.5493 -4.1005 -0.32
C 3.7764 0.0718 -4.3011 -2.07
N 3.7458 1.0729 -5.5266 0.29
C 2.9236 2.3249 -5.2439 -0.28
C 3.5680 3.5224 -5.9519 -0.91
C 5.0693 3.1245 -5.7702 -0.60
C 5.1998 1.6244 -5.7411 -0.45
C 3.3236 0.3709 -6.8467 -0.85
H 1.0629 0.7047 -1.9843 -1.23
H 2.7520 0.5469 -1.5443 0.49
H 1.4568 -0.3397 -0.7133 0.69
H 1.2022 -1.6725 -2.9070 -0.30
H 2.8293 -1.8731 -2.3620 0.96
H 1.5869 0.0559 -4.4307 -0.05
H 2.3734 -1.4100 -4.7669 1.12
H 4.5292 -0.6923 -4.4949 0.94
H 4.0168 0.6788 -3.4282 0.46
H 1.9469 2.1186 -5.6818 0.60
H 2.8797 2.4580 -4.1630 -0.15
H 3.2339 3.5345 -6.9894 0.55
H 3.2700 4.4310 -5.4286 0.34
H 5.7252 3.5683 -6.5192 0.53
H 5.3920 3.4636 -4.7858 0.15
H 5.6460 1.3610 -6.7000 0.41
H 5.9453 1.1743 -5.0855 0.35
H 3.9584 -0.5115 -6.7664 0.44
H 3.5846 1.0454 -7.6623 0.43
H 2.2709 0.0933 -6.7940 0.30
C 0.1682 -1.9643 6.3012 -0.61
C 1.1384 -1.2679 7.1305 -0.83
C 0.4669 -0.4190 8.2175 -0.30
C 1.4529 -0.0033 9.3510 -1.16
N 0.8051 0.6056 10.5929 0.31
C 1.8570 0.6908 11.7985 -0.40
C 1.1386 0.3876 13.1411 -0.68
C -0.3172 0.0605 12.7547 -0.68
C -0.3486 -0.1752 11.2444 -0.64
C 0.4039 2.0604 10.2397 -0.90
H -0.6891 -2.5242 6.6747 0.87
H 0.6881 -2.7348 5.7318 0.81
H -0.3963 -1.2314 5.7248 0.24
H 1.7409 -0.5670 6.5528 0.20
H 1.8761 -1.9696 7.5198 0.59
H -0.3621 -1.0035 8.6165 0.33
H -0.0745 0.4143 7.7698 0.43
H 2.2808 0.6344 9.0416 0.32
H 1.8536 -0.9548 9.7006 0.44
H 2.3998 1.6359 11.7783 0.35
H 2.5711 -0.1121 11.6154 0.32
H 1.2610 1.1715 13.8886 0.36
H 1.5630 -0.4973 13.6153 0.31
H -0.9599 0.8847 13.0640 0.37
H -0.5502 -0.9235 13.1616 0.38
H -1.2762 -0.3057 10.6871 0.38
H 0.2516 -1.0826 11.1767 0.46
H -0.2452 2.0145 9.3652 0.27
H 1.2903 2.5729 9.8659 0.40
H -0.0298 2.5521 11.1105 0.42
C 3.5395 3.2639 1.0421 -0.80
C 3.0438 2.0509 1.9013 -0.97
C 3.2281 0.6594 1.1937 2.46
C 4.6878 0.2589 0.8536 -1.53
N 4.7751 -1.1790 0.2541 0.44
C 6.3294 -1.3522 -0.0217 -0.46
C 6.3290 -2.4783 -0.9942 -0.95
C 5.2271 -2.1794 -1.9646 -0.21
C 4.2276 -1.2559 -1.2432 -0.85
C 4.1979 -2.3070 1.0691 -0.54
H 2.9130 3.2111 0.1516 -0.46
H 4.4382 3.1626 0.4338 0.43
H 3.4825 4.2269 1.5496 0.74
H 2.0049 2.0990 2.2275 0.27
H 3.6733 2.0727 2.7908 0.60
H 2.6556 0.6575 0.2661 -0.41
H 2.6849 -0.1144 1.7362 -1.34
H 5.3340 0.2282 1.7309 0.62
H 5.1125 1.0220 0.2013 0.36
H 6.8993 -1.5410 0.8880 0.46
H 6.6639 -0.3722 -0.3622 0.44
H 6.2466 -3.4625 -0.5332 0.30
H 7.2563 -2.5080 -1.5664 0.55
H 4.7456 -3.0873 -2.3280 0.30
H 5.7338 -1.6070 -2.7415 0.24
H 3.1882 -1.5816 -1.2023 0.90
H 4.2440 -0.2525 -1.6686 0.07
H 3.2844 -2.0222 1.5911 -0.15
H 4.9425 -2.4882 1.8443 0.49
H 4.0121 -3.2612 0.5762 0.40
C 5.2860 7.3576 -0.5642 -1.39
C 4.9677 6.1494 -1.4615 -0.34
C 3.6301 5.6383 -0.9812 -1.02
C 3.1685 4.3265 -1.8009 -1.40
N 1.6809 3.9297 -1.8205 1.66
C 1.4932 2.6448 -2.6922 0.54
C 0.8759 3.1010 -4.0159 -0.06
C 0.0604 4.3124 -3.6253 -1.44
C 0.8168 5.0758 -2.4837 -0.48
C 1.1758 3.5892 -0.4415 -1.40
H 6.2860 7.7342 -0.7792 0.42
H 5.4261 7.1669 0.4998 0.36
H 4.5773 8.1642 -0.7520 0.39
H 5.7180 5.3744 -1.3054 0.34
H 4.8656 6.3376 -2.5302 0.33
H 2.7898 6.3307 -0.9317 0.66
H 3.7229 5.3418 0.0636 0.00
H 3.6962 3.4096 -1.5386 0.75
H 3.3844 4.4402 -2.8633 0.46
H 0.6818 1.9961 -2.3622 0.59
H 2.4180 2.0690 -2.7308 -0.12
H 0.2564 2.2941 -4.4075 0.31
H 1.6354 3.4640 -4.7083 -0.11
H -0.8816 4.0316 -3.1542 0.20
H -0.0133 5.0278 -4.4445 0.68
H 0.2408 5.7804 -1.8839 0.50
H 1.4001 5.6381 -3.2129 0.28
H 1.8125 2.7441 -0.1799 0.84
H 0.1664 3.1902 -0.5416 0.65
H 1.2084 4.4870 0.1757 0.48
C 1.0522 -6.0350 3.7631 -1.52
C 0.7133 -4.4982 3.5571 -1.45
C 0.3348 -4.1535 2.1415 1.41
C -1.1238 -4.6247 1.7601 -0.66
N -1.5343 -4.4641 0.2408 1.01
C -2.9212 -5.0256 0.0135 -1.19
C -3.8133 -3.8361 0.0356 -0.77
C -2.9435 -2.8732 -0.7944 1.79
C -1.6057 -3.0311 -0.2030 -0.53
C -0.5876 -5.1994 -0.7312 -0.99
H 1.5547 -6.2251 4.7115 0.47
H 1.7426 -6.3138 2.9670 0.33
H 0.1425 -6.6346 3.7289 0.35
H 1.4752 -3.8565 3.9998 0.74
H -0.1425 -4.1597 4.1411 0.73
H 1.0418 -4.5382 1.4065 0.78
H 0.3591 -3.0648 2.0942 -0.73
H -1.8279 -4.0827 2.3913 0.01
H -1.1244 -5.7035 1.9161 0.69
H -3.1359 -5.5309 -0.9282 0.40
H -3.1770 -5.6786 0.8479 0.38
H -4.7765 -4.0479 -0.4286 0.45
H -3.9989 -3.2876 0.9591 0.20
H -2.8886 -3.1659 -1.8429 0.25
H -3.2842 -1.8381 -0.8181 -1.25
H -0.8510 -2.8458 -0.9674 0.19
H -1.4322 -2.4758 0.7187 -0.29
H -0.5469 -6.2524 -0.4524 0.36
H 0.4044 -4.7480 -0.7492 0.33
H -1.0156 -5.0360 -1.7203 0.44
C -5.4632 2.6897 -0.2206 -1.08
C -5.3844 2.0818 1.2374 -0.56
C -5.3687 0.5827 1.1892 0.37
C -6.5887 -0.0726 0.5581 -1.21
N -6.3091 -1.5185 -0.0239 0.20
C -5.2623 -1.4626 -1.1648 -0.20
C -5.4986 -2.7842 -1.9513 -0.64
C -6.9560 -3.3016 -1.5929 -1.01
C -7.5279 -2.2197 -0.7030 -0.54
C -5.8281 -2.4353 1.0969 -0.99
H -5.5930 3.7719 -0.2188 0.46
H -6.4299 2.4322 -0.6535 0.42
H -4.6861 2.3869 -0.9224 0.34
H -6.2404 2.4605 1.7959 0.48
H -4.4692 2.4282 1.7174 0.49
H -5.1887 0.1745 2.1837 0.41
H -4.3971 0.2235 0.8499 -1.51
H -6.9844 0.3793 -0.3515 0.47
H -7.4589 -0.2594 1.1873 0.49
H -4.2554 -1.5157 -0.7507 0.28
H -5.5082 -0.5698 -1.7397 1.13
H -4.8280 -3.5741 -1.6130 -0.15
H -5.3260 -2.8091 -3.0272 0.69
H -6.8387 -4.2772 -1.1210 0.42
H -7.5808 -3.4702 -2.4699 0.33
H -8.2312 -2.5047 0.0794 0.46
H -8.1474 -1.5139 -1.2564 0.49
H -6.5725 -2.6403 1.8663 0.59
H -4.8813 -2.0347 1.4591 0.26
H -5.5550 -3.4113 0.6959 0.41
C -1.5850 -0.5869 -2.1540 -0.52
C -1.7634 -1.1315 -3.5470 -0.58
C -2.4474 -0.1196 -4.4323 -0.02
C -2.4756 -0.6652 -5.8609 -1.43
N -3.3674 0.1313 -6.9073 0.44
C -4.6917 -0.6394 -7.1338 -0.56
C -5.2375 -0.1483 -8.4582 -0.76
C -4.0066 0.2746 -9.2341 -0.64
C -2.7686 0.1460 -8.3372 -0.64
C -3.6213 1.6513 -6.5356 -0.98
H -0.8463 0.2143 -2.1781 0.09
H -1.0874 -1.2733 -1.4689 -1.34
H -2.5496 -0.1826 -1.8470 0.54
H -2.4060 -1.9824 -3.3208 0.32
H -0.8865 -1.5348 -4.0534 0.54
H -1.9307 0.8386 -4.4869 0.37
H -3.4582 0.0156 -4.0474 0.34
H -2.6287 -1.7373 -5.9851 0.44
H -1.4555 -0.6292 -6.2433 0.45
H -5.3937 -0.6391 -6.2999 0.39
H -4.3666 -1.6583 -7.3442 0.44
H -5.9710 0.6370 -8.2755 0.34
H -5.8327 -0.9192 -8.9477 0.41
H -4.1614 1.2980 -9.5756 0.37
H -3.8520 -0.3717 -10.0981 0.34
H -2.0682 0.9464 -8.5757 0.29
H -2.1994 -0.7425 -8.6106 0.48
H -2.6376 2.0961 -6.3851 0.26
H -4.3030 1.6362 -5.6852 0.30
H -4.1649 2.0995 -7.3673 0.54
C -0.2238 -1.8547 4.6153 -0.38
C 0.7858 -0.7837 4.1882 0.44
C 0.1625 0.2802 3.2475 -1.22
C -0.1855 -0.3266 1.8754 -0.59
N -0.4096 0.6321 0.6376 1.31
C -1.6229 1.6280 0.9131 -1.46
C -2.9339 0.9103 0.3296 0.71
C -2.5498 -0.4388 -0.1900 -0.11
C -1.0145 -0.2913 -0.4750 0.18
C 0.9036 1.2441 0.1092 -2.32
H 0.2262 -2.7914 4.9442 -2.77
H -0.8410 -2.2068 3.7888 0.56
H -0.8885 -1.4533 5.3803 0.44
H 1.5870 -1.1532 3.5481 -0.40
H 1.4153 -0.3568 4.9690 0.19
H 0.8753 1.0732 3.0212 -0.05
H -0.6383 0.8386 3.7322 0.79
H -1.1271 -0.8476 2.0491 0.74
H 0.3642 -1.2308 1.6140 -0.29
H -1.3713 2.5529 0.3941 0.57
H -1.6715 1.8954 1.9686 0.43
H -3.3389 1.5211 -0.4773 -0.79
H -3.6772 0.7418 1.1088 0.85
H -3.1380 -0.6612 -1.0803 -0.20
H -2.7667 -1.1850 0.5744 0.71
H -0.8694 0.1949 -1.4397 -0.41
H -0.4625 -1.2312 -0.4725 0.44
H 0.7451 1.7811 -0.8260 -0.08
H 1.5924 0.4010 0.0560 -0.35
H 1.2527 1.9621 0.8513 1.59
```

Its spin multiplicity is 1. The calculation puts the energy relative to the best compared isomer or geometry (same formula, charge and spin) at 1412.3 kcal per mole. The calculation puts the calculated total energy at -3271.9733 a.u. The LUMO energy comes out at -0.579 Eh. As for the charge: +8.

***

Entry 2:
# C35H30ClN7NaOPSSe2

A structure of composition C35H30ClN7NaOPSSe2 (wB97M-V/def2-TZVPD, OMol25).

Structure (XYZ):
```
79
Properties=species:S:1:pos:R:3:mulliken_charge:R:1
Na -0.6384 0.0648 -0.4232 0.89
Cl 1.9701 0.9948 6.7017 -0.31
C 1.1073 0.7444 5.1886 0.21
C 0.1388 -0.2652 5.1083 -0.56
C -0.5383 -0.4721 3.9400 -0.51
C -0.2977 0.3086 2.7511 0.52
O -0.8934 0.0639 1.6734 -0.70
C 0.6901 1.3544 2.8924 0.55
C 1.0599 2.2298 1.8137 -0.32
N 0.4349 2.3747 0.7013 -0.15
C 0.8935 3.3315 -0.1994 0.06
C 1.5140 4.5138 0.1471 -0.42
C 1.9319 5.4409 -0.8281 -0.78
C 1.7132 5.2090 -2.1548 -0.90
C 1.0359 4.0317 -2.5572 1.28
C 0.7320 3.7521 -3.9106 -0.70
C 0.0309 2.6258 -4.2214 -1.12
C -0.3668 1.7623 -3.1747 -0.19
N -0.0759 1.9778 -1.9219 0.35
C 0.6146 3.0941 -1.5896 -0.17
C 1.3886 1.5190 4.0965 -1.03
H -0.0579 -0.8863 5.9742 0.38
H -1.2740 -1.2632 3.8624 0.28
H 1.9744 2.8087 2.0135 0.35
H 1.6667 4.7463 1.1928 0.53
H 2.4229 6.3533 -0.5090 0.35
H 2.0211 5.9234 -2.9104 0.34
H 1.0518 4.4489 -4.6784 0.36
H -0.2371 2.3834 -5.2412 0.41
H -0.9613 0.8783 -3.3795 0.41
H 2.1568 2.2824 4.1614 0.36
N -5.2551 -0.8350 -1.0180 -0.56
C -4.0283 -0.5219 -1.5955 0.30
S -3.7950 1.0760 -2.1423 -0.51
N -3.2346 -1.5691 -1.7151 -1.39
N -1.9473 -1.2748 -2.0819 1.24
C -1.3400 -2.2271 -2.6752 -1.09
C 0.0969 -2.1539 -2.9608 1.00
C 0.7062 -3.1896 -3.6720 -0.88
C 2.0730 -3.1469 -3.8785 -0.43
C 2.7869 -2.0663 -3.3868 -0.75
C 2.0921 -1.0776 -2.7012 -0.48
N 0.7867 -1.1134 -2.4853 0.50
H -5.7530 -0.0062 -0.7402 0.22
H -5.1725 -1.5297 -0.2849 0.29
H -1.8671 -3.1474 -2.9337 0.10
H 0.1099 -4.0238 -4.0187 0.40
H 2.5750 -3.9551 -4.3977 0.37
H 3.8606 -1.9941 -3.4982 0.41
H 2.6186 -0.2343 -2.2706 0.43
Se 0.4873 -3.3841 0.3872 -0.39
P 2.3171 -2.6179 1.1975 0.34
Se 2.9146 -0.6160 0.7266 -0.51
C 3.6713 -3.7925 0.7527 0.64
C 4.9218 -3.3450 0.3503 -0.33
C 5.9287 -4.2519 0.0424 -0.54
C 5.6962 -5.6145 0.1420 -0.39
C 4.4450 -6.0686 0.5424 -0.62
C 3.4403 -5.1634 0.8392 -0.58
C 2.3100 -2.8298 3.0258 0.55
C 3.1080 -2.0355 3.8381 -0.49
C 3.1248 -2.2287 5.2118 -0.53
C 2.3372 -3.2144 5.7859 -0.53
C 1.5290 -4.0055 4.9794 -0.64
C 1.5137 -3.8117 3.6081 -0.41
H 5.0862 -2.2763 0.2761 0.29
H 6.8990 -3.8870 -0.2753 0.37
H 6.4831 -6.3213 -0.0963 0.35
H 4.2491 -7.1323 0.6138 0.37
H 2.4518 -5.5145 1.1106 0.30
H 3.6941 -1.2454 3.3843 0.31
H 3.7275 -1.5791 5.8334 0.42
H 2.3352 -3.3514 6.8613 0.35
H 0.8949 -4.7652 5.4221 0.36
H 0.8538 -4.3941 2.9756 0.32
N -3.2144 -2.1988 1.4388 -0.92
H -2.5995 -1.4160 1.6684 0.45
H -2.7609 -3.0001 1.8679 0.28
H -3.0868 -2.3301 0.4353 0.21
```

Its spin multiplicity is 1. The calculation puts the calculated total energy at -7975.4050 a.u. The LUMO energy comes out at 0.140 Eh. As for the charge: -2.